Here is the molecule C43H45NO9 in a non-equilibrium geometry from the Open Molecules 2025 dataset. Energies are from wB97M-V/def2-TZVPD.

```
! RIJCOSX wB97M-V def2-TZVPD def2/J DEFGRID3
* xyz 0 1
O 4.422 0.162 0.460
O -0.754 1.182 0.263
O -2.633 -5.085 0.073
O 1.893 0.668 2.306
O 1.528 -1.569 -0.851
O -3.782 -2.898 2.435
O -1.639 3.645 1.558
O -2.865 3.356 -1.836
O 2.721 2.062 0.747
N -0.273 3.933 1.588
C 8.418 -1.043 -2.007
C -4.734 0.334 -2.765
C -2.404 2.802 -0.619
C -6.668 1.757 -1.386
C 5.437 -0.818 0.349
C -1.945 -1.435 2.450
C -5.488 2.373 -1.761
C -0.214 2.986 3.860
C 0.357 3.649 2.649
C 2.392 1.174 -0.310
C -1.196 -0.418 1.906
C 2.584 -1.344 0.066
C -0.565 -4.071 0.887
C -2.189 4.003 0.315
C -3.430 -1.356 0.575
C 3.593 -2.456 0.063
C 4.887 -2.207 0.181
C 7.215 0.963 -2.508
C 6.306 0.668 -1.507
C -1.140 1.239 -2.139
C -1.514 -3.488 -1.232
C 0.540 -2.454 -0.515
C -6.885 0.426 -1.698
C -3.087 -1.905 1.800
C -3.212 2.385 -2.813
C 3.312 -0.063 -0.377
C -4.977 -3.345 1.839
C -1.563 0.161 0.690
C -5.918 -0.281 -2.392
C -2.699 -5.887 1.228
C 1.811 4.032 2.664
C 7.509 -1.339 -1.007
C 0.479 -3.188 0.659
C -0.476 -2.615 -1.459
C 2.721 2.830 2.956
C -4.507 1.667 -2.447
C -2.078 1.428 -3.050
C -1.569 -4.234 -0.054
C -1.106 1.997 -0.839
C 6.435 -0.493 -0.757
C -2.667 -0.339 0.022
C 8.269 0.105 -2.767
C 2.401 1.712 1.987
H 2.066 4.459 1.694
H 0.193 3.424 4.769
H 2.571 2.463 3.971
H 1.236 -3.088 1.421
H -1.538 4.725 -0.188
H 5.614 -3.004 0.162
H -4.790 -3.812 0.867
H -3.989 -0.235 -3.300
H 7.648 -2.230 -0.412
H -0.269 2.711 -0.889
H -5.309 3.410 -1.518
H 5.501 1.353 -1.290
H 3.634 -0.216 -1.419
H -4.287 -1.704 0.021
H -5.694 -2.526 1.719
H 2.185 -1.176 1.077
H -0.429 -2.043 -2.372
H 8.978 0.334 -3.549
H -3.158 4.471 0.513
H -0.325 0.543 -2.282
H -3.391 2.978 -3.721
H -1.667 -1.881 3.392
H -3.166 2.141 -0.180
H -0.576 -4.620 1.814
H -2.957 0.041 -0.943
H 7.100 1.869 -3.084
H 5.973 -0.763 1.309
H -1.830 -6.549 1.305
H 1.969 4.791 3.434
H 1.357 0.841 -0.191
H -3.600 -6.490 1.117
H -6.081 -1.319 -2.642
H 3.217 -3.458 -0.076
H -2.300 -3.613 -1.960
H -1.297 3.075 3.856
H -7.804 -0.058 -1.404
H 0.040 1.927 3.839
H 2.493 1.776 -1.214
H -2.778 -5.278 2.134
H -2.070 0.904 -3.994
H -0.307 -0.058 2.397
H 9.247 -1.710 -2.191
H -5.390 -4.086 2.523
H 3.763 3.124 2.826
H -7.419 2.318 -0.849
*
```

## Properties
* calculated total energy: -2397.36021 a.u.
* lowest unoccupied orbital energy: 0.72 eV
* energy above the lowest of the compared OMol25 structures with the same formula, charge and spin: 0.402 eV
* molar mass: 719.8 g mol⁻¹